Entry 1:
DFT (ωB97M-V/def2-TZVPD) results for a 2-piece molecular cluster, C3H7N2S2 overall.

HOMO energy (alpha / beta), eV: -12.49 / -12.49
Kohn-Sham gap (alpha / beta), eV: 5.915 / 5.916
Charge: +1

Last column: Löwdin charge in e.
Geometry (Å):
S -2.629 0.601 0.348  0.427
S 2.543 0.900 -0.113  0.685
N 0.453 -0.782 0.918  0.087
N -0.367 -1.143 -1.118  0.066
C -0.152 0.227 -1.038  -0.091
C 0.567 0.491 0.216  -0.548
C -0.113 -1.721 0.095  -0.006
H 0.330 1.323 0.764  0.048
H -1.907 1.454 0.984  -0.334
H 0.510 -0.866 1.948  0.197
H 2.401 1.621 1.142  -0.068
H -0.417 0.879 -1.920  0.162
H -0.666 -1.686 -1.943  0.199
H -0.028 -2.810 0.111  0.175

---

Entry 2:
DFT (ωB97M-V/def2-TZVPD) results for a 13-piece molecular cluster, H26O13 overall.

HOMO energy, eV: -11.46
Kohn-Sham gap, eV: 10.722

Last column: Löwdin charge in e.
Geometry (Å):
O 1.724 0.176 3.618  -0.034
O 1.031 -0.826 -3.174  -0.083
O 3.825 0.657 1.605  -0.054
O 1.246 1.071 -4.489  -0.090
O -4.257 1.239 1.965  -0.075
O 0.545 -2.780 2.733  -0.038
O -4.018 -3.035 0.520  -0.030
O -3.142 0.786 -1.102  0.002
O 3.657 0.544 -1.032  -0.036
O -1.234 -3.394 0.031  -0.064
O -0.955 2.740 1.355  -0.004
O 0.734 -0.728 0.247  -0.029
O 0.719 3.730 -2.603  0.001
H 0.748 0.294 -4.691  0.010
H 0.451 3.222 -1.913  -0.041
H 0.448 -0.549 -0.638  -0.016
H 3.385 1.365 -1.476  0.051
H 0.951 3.192 -3.350  0.006
H 1.119 -2.013 2.952  0.024
H -4.193 0.302 2.078  0.006
H -3.102 -3.380 0.469  0.010
H 0.541 -0.129 -2.613  0.092
H -4.074 -2.627 1.337  -0.016
H 1.825 0.992 3.052  0.072
H -0.121 -0.840 0.702  0.043
H -2.404 1.322 -1.099  -0.013
H 3.527 0.579 -0.119  -0.070
H 0.253 -3.259 3.453  -0.010
H 3.290 -0.066 1.387  -0.005
H 2.410 0.095 4.207  -0.010
H 1.835 0.910 -3.691  0.058
H -0.556 -3.369 -0.750  0.118
H -0.443 2.137 1.865  0.011
H -4.224 1.600 1.027  0.062
H -2.984 -0.147 -1.034  0.026
H 4.347 0.431 2.450  0.119
H -1.803 2.548 1.648  -0.019
H 1.306 -1.538 -2.611  0.046
H -1.544 -2.512 -0.036  -0.019

---

Entry 3:
DFT (ωB97M-V/def2-TZVPD) results for a 6-piece molecular cluster, C5H22N2O6 overall.

SMILES string: CCNC(=O)CNC.O.O.O.O.O
HOMO energy, eV: -9.53
Kohn-Sham gap, eV: 9.486

Last column: Löwdin charge in e.
Geometry (Å):
O 0.522 -2.140 1.730  -0.053
O 0.157 4.035 1.184  -0.088
O 1.521 1.411 1.546  0.050
O -1.956 -1.018 2.453  -0.070
O -1.295 -1.592 -2.377  -0.042
O -1.771 -2.596 0.226  -0.098
N -0.607 1.806 -0.852  -0.110
N 2.131 0.285 -0.285  0.073
C 1.899 -1.915 -1.421  -0.081
C 1.182 0.869 0.504  -0.474
C -2.037 1.805 -1.168  -0.106
C -0.284 0.740 0.096  -0.154
C 1.948 -0.395 -1.569  -0.221
H -0.528 -2.057 -2.746  0.057
H -1.591 -2.197 -0.659  0.002
H 3.077 0.364 0.048  0.147
H -0.864 0.896 1.002  0.119
H -0.072 -1.731 2.400  0.053
H 0.686 3.394 1.678  0.002
H 1.017 -2.231 -0.868  0.048
H -2.175 -1.560 1.662  0.013
H -0.171 3.475 0.448  0.000
H 0.998 -0.076 -2.001  0.090
H -2.385 0.870 -1.616  0.068
H -0.482 -0.281 -0.243  0.086
H 2.751 -0.088 -2.232  0.117
H -2.687 -0.429 2.619  0.043
H 1.115 -1.424 1.480  0.028
H 2.763 -2.280 -0.861  0.084
H -2.217 2.601 -1.894  0.082
H -2.067 -1.956 -2.812  0.068
H -2.593 2.081 -0.274  0.086
H -0.081 1.714 -1.708  0.100
H -0.881 -2.578 0.655  0.007
H 1.874 -2.421 -2.389  0.076

---

Values of energy above the lowest of the compared OMol25 structures with the same formula, charge and spin, in order: 4.173; 4.808; 1.272, all in eV.
Values of max |F|, in order: 0.0682; 0.0858; 0.0176, all in hartree/bohr.